--- P ---
Computed, not measured: 2 unconnected molecules or ions with the total composition CH6N2O3S, with ωB97M-V/def2-TZVPD.

Properties
LUMO: 0.00773 Eh
SMILES: N=S(=O)(O)O.C=N

The geometry in ORCA input format:
```
! RIJCOSX wB97M-V def2-TZVPD def2/J DEFGRID3
* xyz 0 1
N 0.32 1.24 1.07
S 1.10 0.19 1.81
O 1.49 0.17 3.19
O 0.26 -1.10 1.59
O 2.53 -0.13 0.95
H 0.49 2.19 1.25
H -0.47 -0.91 0.69
H 3.08 -0.75 1.40
C -1.29 0.12 -1.37
N -1.44 -0.68 -0.40
H -2.16 0.49 -2.01
H -0.38 0.58 -1.78
H -2.31 -1.04 -0.10
*
```

--- Q ---
Computed, not measured: 2 unconnected molecules or ions with the total composition CH6N2O3S, with ωB97M-V/def2-TZVPD.

Properties
LUMO: 0.02911 Eh

The geometry in ORCA input format:
```
! RIJCOSX wB97M-V def2-TZVPD def2/J DEFGRID3
* xyz 0 1
C 0.35 1.41 1.93
N 0.45 0.31 1.30
N -0.51 0.37 -3.17
O -0.03 1.72 -0.84
O 1.32 -0.44 -1.69
O -1.80 0.87 -3.47
S -0.17 0.39 -1.37
H 1.07 2.25 1.69
H 1.98 0.15 -1.22
H -0.38 1.65 2.73
H -0.23 -0.42 1.54
H -0.63 -0.58 -3.51
H -1.91 1.81 -3.29
*
```

It comes down to P, which is 174.6 kJ/mol more stable than the next structure.

--- P ---
Computed, not measured: 2 unconnected molecules or ions with the total composition CH3ClN2O2, with ωB97M-V/def2-TZVPD.

Properties
LUMO (alpha / beta): 0.00649 / -0.03270 Eh

The geometry in ORCA input format:
```
! RIJCOSX wB97M-V def2-TZVPD def2/J DEFGRID3
* xyz 0 1
C 1.77 0.27 0.98
N -1.39 0.11 -0.92
N -0.75 -0.92 -0.31
O 0.96 1.00 1.42
O 0.49 -1.28 -0.46
Cl 3.41 0.77 0.60
H -2.40 0.18 -0.76
H -0.93 0.92 -1.22
H -1.16 -1.05 0.67
*
```

--- Q ---
Computed, not measured: CH3ClN2O2 in the gas phase, with ωB97M-V/def2-TZVPD.

Properties
LUMO: -0.05854 Eh
SMILES: C/N=[N+](/[O-])OCl

The geometry in ORCA input format:
```
! RIJCOSX wB97M-V def2-TZVPD def2/J DEFGRID3
* xyz 0 1
C -0.03 0.13 -0.12
N -0.96 1.23 -0.31
N -2.18 1.11 -0.18
O -3.02 1.94 -0.29
O -2.72 -0.26 0.16
Cl -4.44 -0.76 0.30
H -0.12 -0.13 0.85
H -0.34 -0.60 -0.77
H 0.89 0.51 -0.22
*
```

--- R ---
Computed, not measured: CH3ClN2O2 in the gas phase, with ωB97M-V/def2-TZVPD.

Properties
LUMO: -0.02852 Eh
SMILES: CN(Cl)[N+](=O)[O-]

The geometry in ORCA input format:
```
! RIJCOSX wB97M-V def2-TZVPD def2/J DEFGRID3
* xyz 0 1
C -1.04 0.30 -0.02
N 0.24 0.29 0.43
Cl 1.26 1.79 0.00
N 1.05 -0.84 0.06
O 0.49 -1.84 -0.26
O 2.24 -0.66 0.08
H -1.61 -0.06 0.76
H -1.40 1.26 -0.14
H -1.23 -0.23 -0.91
*
```

It comes down to P, which is 6.3 kJ/mol more stable than the next structure.

--- P ---
Computed, not measured: a gas-phase ion, C11H20NS (charge +1), with ωB97M-V/def2-TZVPD.

Properties
LUMO: -0.15645 Eh
SMILES: CCCC1=CCC(C(C)C)=[N+]1SC

The geometry in ORCA input format:
```
! RIJCOSX wB97M-V def2-TZVPD def2/J DEFGRID3
* xyz 1 1
C 2.37 2.14 1.20
C 2.67 1.86 -0.34
C 2.39 0.54 -1.07
C 0.94 0.44 -1.16
C 0.21 1.11 -2.04
C -1.26 0.81 -1.80
C -1.24 0.10 -0.55
C -2.40 -0.45 0.14
C -2.59 -2.00 0.03
C -2.72 0.20 1.54
N 0.03 -0.16 -0.25
S 0.30 -1.12 1.10
C 1.07 -2.73 0.67
H 2.73 3.13 1.43
H 2.78 1.23 1.79
H 1.35 2.23 1.25
H 2.18 2.61 -1.09
H 3.75 2.18 -0.30
H 2.66 0.55 -2.14
H 2.88 -0.38 -0.62
H 0.77 1.62 -2.81
H -1.90 1.74 -2.15
H -1.67 0.09 -2.56
H -3.32 -0.26 -0.57
H -2.27 -2.35 -0.86
H -3.61 -2.40 0.11
H -1.98 -2.40 0.79
H -2.94 1.29 1.52
H -1.71 0.12 2.10
H -3.48 -0.35 1.87
H 2.15 -2.55 0.88
H 0.85 -2.88 -0.35
H 0.70 -3.47 1.41
*
```

--- Q ---
Computed, not measured: a gas-phase ion, C11H20NS (charge +1), with ωB97M-V/def2-TZVPD.

Properties
LUMO: -0.09372 Eh
SMILES: CC[N@H+]1CS[C@]2(C)CCC(C)=C[C@H]12

The geometry in ORCA input format:
```
! RIJCOSX wB97M-V def2-TZVPD def2/J DEFGRID3
* xyz 1 1
C -2.86 2.36 0.59
C -1.72 1.80 -0.18
N -1.41 0.30 0.00
C -2.51 -0.68 -0.10
S -1.86 -2.30 0.27
C -0.10 -1.67 -0.15
C 0.67 -2.47 -1.12
C 0.59 -1.66 1.23
C 2.00 -1.05 1.06
C 2.06 0.07 0.06
C 3.38 0.75 -0.06
C 0.97 0.48 -0.66
C -0.29 -0.25 -0.79
H -3.84 2.12 0.09
H -2.64 2.31 1.74
H -2.74 3.36 0.39
H -0.84 2.29 0.04
H -1.98 1.97 -1.20
H -1.08 0.17 0.99
H -3.26 -0.30 0.61
H -3.01 -0.83 -1.03
H 1.14 -3.30 -0.64
H 1.31 -1.87 -1.77
H -0.01 -2.88 -1.83
H 0.44 -2.73 1.58
H -0.05 -1.23 1.95
H 2.74 -1.86 0.96
H 2.43 -0.73 1.95
H 4.09 0.94 0.77
H 3.33 1.70 -0.54
H 4.03 0.12 -0.81
H 1.18 1.28 -1.36
H -0.74 -0.27 -1.81
*
```

It comes down to Q, which is 159.6 kJ/mol more stable than the next structure.

--- P ---
Computed, not measured: a gas-phase ion, C3H5N2O (charge +1), with ωB97M-V/def2-TZVPD.

Properties
LUMO: -0.23656 Eh
SMILES: C=[NH+]/C=N\C=O

The geometry in ORCA input format:
```
! RIJCOSX wB97M-V def2-TZVPD def2/J DEFGRID3
* xyz 1 1
C -1.22 -0.84 -0.85
N -1.27 -0.11 0.20
C -0.15 0.16 1.10
N 1.04 0.35 0.84
C 1.91 0.68 -0.11
O 1.84 1.67 -0.78
H -2.14 -0.92 -1.38
H -0.29 -1.42 -1.24
H -2.26 0.26 0.31
H -0.40 0.03 2.11
H 2.94 0.14 -0.20
*
```

--- Q ---
Computed, not measured: a molecular structure, C3H5N2O, with ωB97M-V/def2-TZVPD.

Properties
LUMO: -0.16400 Eh

The geometry in ORCA input format:
```
! RIJCOSX wB97M-V def2-TZVPD def2/J DEFGRID3
* xyz 1 1
C -0.58 -0.12 -0.77
C 1.69 -0.90 -0.29
C -0.41 0.77 0.96
N -1.37 0.59 -0.10
N 0.46 -0.12 0.07
O 1.85 -1.35 -1.36
H 2.29 -1.14 0.54
H -0.88 -0.59 -1.66
H -0.10 1.78 1.23
H -0.66 0.16 1.82
H -2.28 0.91 -0.44
*
```

--- R ---
Computed, not measured: 2 unconnected molecules or ions with the total composition C3H5N2O, with ωB97M-V/def2-TZVPD.

Properties
LUMO (alpha / beta): -0.14837 / -0.18330 Eh

The geometry in ORCA input format:
```
! RIJCOSX wB97M-V def2-TZVPD def2/J DEFGRID3
* xyz 1 1
C -0.61 -0.51 -0.68
C -0.88 1.70 -0.23
C 0.50 -1.29 -0.93
N 1.44 -2.15 -0.69
N -0.96 1.95 1.19
O -0.14 -0.89 -2.00
H 1.73 -2.35 0.25
H 1.86 -2.67 -1.45
H -0.39 2.81 1.31
H -0.61 1.21 1.81
H -1.94 2.20 1.43
*
```

--- S ---
Computed, not measured: 2 unconnected molecules or ions with the total composition C3H5N2O, with ωB97M-V/def2-TZVPD.

Properties
LUMO (alpha / beta): -0.30526 / -0.30531 Eh

The geometry in ORCA input format:
```
! RIJCOSX wB97M-V def2-TZVPD def2/J DEFGRID3
* xyz 1 1
C -1.97 0.29 0.32
C -0.46 -1.35 -0.61
C -0.64 0.05 0.12
N 2.21 0.95 0.37
N 0.13 -0.20 -1.06
O -3.04 0.52 0.56
H 0.18 -2.10 0.07
H -1.26 -1.70 -1.28
H -0.06 0.56 1.10
H 1.74 1.93 0.35
H 3.16 1.06 0.07
*
```

It comes down to Q, which is 82.5 kJ/mol more stable than the next structure.

--- P ---
Computed, not measured: a gas-phase ion, C3H9N4O (charge +1), with ωB97M-V/def2-TZVPD.

Properties
LUMO: -0.10555 Eh
SMILES: C[N@@H+]1N=C(N)O[C@H]1N

The geometry in ORCA input format:
```
! RIJCOSX wB97M-V def2-TZVPD def2/J DEFGRID3
* xyz 1 1
C -1.52 1.53 -0.31
N -0.63 0.58 0.36
N 0.66 1.00 0.54
C 1.50 0.14 0.06
N 2.82 0.21 0.06
O 0.88 -0.96 -0.60
C -0.49 -0.88 -0.33
N -0.98 -1.93 0.53
H -1.24 1.48 -1.36
H -2.47 1.10 -0.19
H -1.52 2.60 -0.05
H -1.10 0.28 1.35
H 3.16 0.98 0.60
H 3.48 -0.33 -0.51
H -0.88 -1.00 -1.34
H -1.45 -2.63 0.01
H -0.22 -2.17 1.17
*
```

--- Q ---
Computed, not measured: a gas-phase ion, C3H9N4O (charge +1), with ωB97M-V/def2-TZVPD.

Properties
LUMO: -0.12374 Eh
SMILES: [H]/N=C1/[C@H](O)C[NH2+]N1N

The geometry in ORCA input format:
```
! RIJCOSX wB97M-V def2-TZVPD def2/J DEFGRID3
* xyz 1 1
H 0.88 -0.67 -2.94
N 1.17 -0.35 -2.08
C 0.59 -0.12 -1.01
C 1.17 0.50 0.16
O 1.81 -0.45 0.96
C 0.03 1.25 0.92
N -1.18 0.50 0.66
N -1.01 -0.34 -0.72
N -1.52 -1.49 -0.49
H 1.97 1.19 -0.13
H 2.68 -0.52 0.64
H 0.32 1.04 1.88
H -0.01 2.36 0.73
H -1.37 -0.16 1.46
H -2.05 0.96 0.47
H -1.00 -2.07 0.27
H -2.47 -1.62 -0.79
*
```

It comes down to P, which is 260.4 kJ/mol more stable than the next structure.